{
  "formula": "C3H5ClO2",
  "method": "ωB97M-V/def2-TZVPD",
  "de_lowest_kj_mol": 105.9,
  "homo_lumo_gap_ev": 11.59,
  "smiles": "O=COCCCl",
  "total_charge": 0,
  "elements": ["O", "C", "O", "C", "C", "Cl", "H", "H", "H", "H", "H"],
  "positions_angstrom": [[2.85308, 0.16976, -0.54698], [2.21151, -0.51759, 0.24095], [0.80541, -0.45337, 0.48184], [0.26178, 0.75357, -0.11631], [-1.11312, 0.80839, 0.43842], [-2.22630, -0.41681, -0.25665], [2.37985, -1.40787, 0.81595], [0.79471, 1.63484, 0.12324], [0.14622, 0.55063, -1.23490], [-1.74247, 1.70605, 0.32444], [-1.16017, 0.60472, 1.47718]],
  "forces_ev_per_angstrom": [[-1.695, -1.760, 2.632], [-1.896, 0.883, -2.009], [2.895, 1.993, -1.001], [-1.853, -2.217, -1.769], [-2.287, 0.659, -0.070], [0.130, -0.421, -0.262], [1.653, -0.495, 0.268], [0.903, 0.727, 0.125], [0.629, 0.718, 1.345], [1.078, 0.137, -0.337], [0.443, -0.223, 1.077]]
}

---

{
  "formula": "C3H5ClS",
  "method": "ωB97M-V/def2-TZVPD",
  "de_lowest_kj_mol": 44.8,
  "homo_lumo_gap_ev": 10.27,
  "smiles": "C=C(Cl)CS",
  "total_charge": 0,
  "elements": ["C", "C", "Cl", "C", "S", "H", "H", "H", "H", "H"],
  "positions_angstrom": [[-0.67901, 1.40044, -0.03157], [-0.80562, 0.13487, -0.06935], [-2.40904, -0.47701, -0.05274], [0.28658, -0.99310, -0.08584], [1.97283, -0.17173, -0.13259], [-1.44746, 2.07625, -0.21694], [0.38305, 1.79540, 0.02934], [0.25833, -1.40945, -1.08926], [-0.01155, -1.78947, 0.55729], [2.45189, -0.56619, 1.09167]],
  "forces_ev_per_angstrom": [[3.952, 2.792, -0.183], [0.505, -3.758, 0.439], [-0.890, -0.847, -0.248], [-0.350, 2.745, -1.519], [-0.280, -1.305, 1.262], [-1.309, 0.942, 0.179], [-1.551, -0.314, -0.107], [-0.272, -0.149, -0.129], [0.579, -0.359, 0.996], [-0.384, 0.253, -0.688]]
}

---

{
  "formula": "C3H5ClS",
  "method": "ωB97M-V/def2-TZVPD",
  "de_lowest_kj_mol": 214.7,
  "homo_lumo_gap_ev": [7.67, 7.65],
  "total_charge": 0,
  "elements": ["C", "C", "C", "S", "Cl", "H", "H", "H", "H", "H"],
  "positions_angstrom": [[1.95220, -0.78943, 0.43413], [-0.53271, 0.05536, 0.04262], [-1.78554, 0.34872, -0.67947], [0.57778, -1.03066, -0.47967], [-3.14080, -0.46694, 0.13928], [1.78187, -0.17210, 1.33486], [2.79060, -1.60674, 0.36218], [-0.21191, 0.87214, 0.66698], [-2.02181, -0.06693, -1.67360], [-1.96544, 1.49256, -0.72357]],
  "forces_ev_per_angstrom": [[0.375, -1.912, -0.144], [0.278, 0.512, -1.280], [-0.753, 1.146, -0.912], [0.901, 0.591, 0.999], [-1.170, -0.062, 0.966], [0.641, -0.391, -0.636], [-1.899, 1.919, 0.154], [0.210, -0.228, 0.534], [1.316, 0.407, 0.099], [0.101, -1.982, 0.220]]
}

---

{
  "formula": "C3H5F",
  "method": "ωB97M-V/def2-TZVPD",
  "de_lowest_kj_mol": 462.7,
  "homo_lumo_gap_ev": [8.83, 9.35],
  "total_charge": 0,
  "elements": ["C", "C", "C", "F", "H", "H", "H", "H", "H"],
  "positions_angstrom": [[0.70617, -0.14756, 0.40383], [1.99408, 0.04339, -0.04361], [-1.79084, 0.15563, -0.33511], [-2.14626, -0.86530, 0.42508], [-2.18445, 1.11050, -0.10605], [0.36876, -0.05496, 1.50274], [2.01061, 0.26550, -1.08647], [-1.73076, -0.11963, -1.34993], [2.77269, -0.38756, 0.58952]],
  "forces_ev_per_angstrom": [[0.941, 2.138, 1.418], [-4.167, -1.601, 1.127], [1.977, -0.645, -0.054], [-0.528, -0.210, 0.705], [-0.259, 0.756, 0.701], [0.504, -0.941, -1.785], [1.049, 0.049, -0.634], [0.203, -0.222, -1.096], [0.280, 0.675, -0.381]]
}

---

{
  "formula": "C3H5F2N",
  "method": "ωB97M-V/def2-TZVPD",
  "de_lowest_kj_mol": 286.3,
  "homo_lumo_gap_ev": 9.36,
  "total_charge": 0,
  "elements": ["C", "C", "C", "N", "F", "F", "H", "H", "H", "H", "H"],
  "positions_angstrom": [[0.07452, -0.41653, -0.40523], [-0.30772, 0.59008, -1.41660], [-0.73450, -0.37181, 1.68795], [0.67472, -1.44558, -0.62447], [-0.44139, 1.89349, -0.73935], [0.07908, -1.39453, 2.10513], [-1.31957, 0.33038, -1.73268], [0.51208, 0.68739, -2.26527], [-1.71348, -0.73109, 1.93282], [-0.45319, 0.56199, 2.06966], [0.57623, -2.30515, -0.05868]],
  "forces_ev_per_angstrom": [[-2.230, 0.136, 3.345], [1.380, 2.512, 0.295], [1.311, -1.695, -3.077], [0.511, -1.952, -0.988], [0.289, -1.852, -1.254], [0.420, 0.159, 0.149], [0.252, 0.115, -0.436], [-1.929, -0.167, 1.694], [-0.876, 0.383, -0.591], [0.480, 1.187, 0.530], [0.393, 1.174, 0.332]]
}

---

{
  "formula": "C3H5F2N",
  "method": "ωB97M-V/def2-TZVPD",
  "de_lowest_kj_mol": 188.9,
  "homo_lumo_gap_ev": [8.95, 8.94],
  "total_charge": 0,
  "elements": ["C", "C", "C", "N", "F", "F", "H", "H", "H", "H", "H"],
  "positions_angstrom": [[-1.41545, -1.03664, 0.54072], [-0.76433, -0.14797, -0.21552], [0.50981, 0.39647, 0.29768], [1.06303, 1.40075, -0.39895], [0.82311, 0.11965, 1.57129], [1.28382, -1.30882, -0.89433], [-2.34966, -1.42609, 0.27691], [-0.89020, -1.22195, 1.51383], [-0.95204, 0.33395, -1.18638], [2.07058, 1.43938, -0.20220], [0.62133, 1.45127, -1.30305]],
  "forces_ev_per_angstrom": [[1.922, 1.639, 0.695], [0.685, 0.545, 0.793], [-0.931, -1.748, -1.078], [0.494, -1.437, 2.789], [0.526, 0.865, -2.165], [-0.248, 1.462, 1.042], [-1.044, -0.751, -0.187], [-1.098, -0.382, -1.032], [-0.697, -0.968, 0.399], [-0.527, 0.583, -0.914], [0.918, 0.193, -0.343]]
}

---

{
  "formula": "C3H5F2NS",
  "method": "ωB97M-V/def2-TZVPD",
  "de_lowest_kj_mol": 270.5,
  "homo_lumo_gap_ev": 9.16,
  "total_charge": 0,
  "elements": ["C", "C", "C", "N", "F", "F", "S", "H", "H", "H", "H", "H"],
  "positions_angstrom": [[1.49134, 0.70363, 0.08276], [-1.71513, -1.39825, 0.06933], [-2.32158, -0.23446, 0.14310], [2.07549, 0.02524, -0.81104], [-3.14025, 0.09392, 1.13280], [-2.38093, 0.66992, -0.80025], [2.69040, 1.56876, 1.14031], [-2.00241, -2.12837, 0.90605], [1.83816, 2.66055, 1.32001], [-1.04369, -1.64833, -0.69452], [1.49193, -0.41072, -1.43751], [3.01667, 0.09812, -1.05105]],
  "forces_ev_per_angstrom": [[-0.932, 2.196, 2.659], [-1.334, -0.862, 2.590], [-0.658, -0.801, -0.115], [0.565, -0.292, 0.006], [0.117, 0.163, -0.075], [0.389, 0.572, -0.083], [-1.266, 0.789, -0.574], [0.903, 1.202, -1.432], [0.798, -1.178, 0.086], [0.582, -0.298, -0.876], [-1.280, -1.405, -1.778], [2.117, -0.087, -0.410]]
}

---

{
  "formula": "C3H5F2OP",
  "method": "ωB97M-V/def2-TZVPD",
  "de_lowest_kj_mol": 103.6,
  "homo_lumo_gap_ev": 8.08,
  "smiles": "CC=C(F)F.O=P",
  "total_charge": 0,
  "elements": ["C", "C", "C", "F", "F", "H", "H", "H", "H", "O", "P", "H"],
  "positions_angstrom": [[0.60812, 0.20177, -0.35597], [0.19570, -0.92088, 0.59156], [-0.79389, -1.84332, 0.49034], [-0.87838, -2.80974, 1.36239], [-1.58098, -1.98993, -0.58898], [0.06633, 0.25464, -1.25978], [1.67664, -0.02151, -0.46868], [0.43498, 1.22164, 0.05023], [0.85576, -1.04924, 1.38778], [-2.67831, 1.10668, 0.24897], [-3.67393, 0.96115, -0.78312], [-4.60067, 2.13693, -0.61977]],
  "forces_ev_per_angstrom": [[0.008, -0.291, 1.692], [-2.434, -0.339, -1.715], [2.773, 2.424, -1.185], [-0.889, -0.846, 0.161], [0.004, -0.103, 1.092], [-0.373, -0.567, -1.264], [-0.186, 0.709, -0.570], [0.434, -0.709, 0.323], [0.635, -0.264, 1.480], [1.652, 0.315, 1.727], [-2.033, 0.129, -1.734], [0.408, -0.456, -0.007]]
}

---

{
  "formula": "C3H5F2P",
  "method": "ωB97M-V/def2-TZVPD",
  "de_lowest_kj_mol": 541.6,
  "homo_lumo_gap_ev": [8.31, 8.32],
  "total_charge": 0,
  "elements": ["C", "C", "C", "F", "F", "P", "H", "H", "H", "H", "H"],
  "positions_angstrom": [[-0.03019, 0.32312, 0.97800], [-0.24907, -0.59320, -1.33323], [0.36966, -0.71315, -0.01946], [1.04216, 2.19358, 0.45729], [0.27845, -1.96598, 0.59408], [-0.96512, 0.94009, 2.10212], [-1.31768, -0.89649, -1.44860], [-0.26012, 0.39966, -1.76504], [0.23751, -1.31934, -1.86701], [1.37804, -0.61985, -0.20884], [-0.48365, 2.25156, 2.51069]],
  "forces_ev_per_angstrom": [[1.887, 2.368, -1.349], [-3.625, 0.131, -0.485], [-0.864, 0.642, 2.239], [-1.118, -2.527, 0.465], [-0.695, 0.142, -0.324], [-1.064, 0.233, 1.450], [0.505, 0.131, 0.885], [0.833, 0.168, 0.099], [1.414, -1.327, -2.167], [2.513, 0.787, 0.019], [0.214, -0.748, -0.830]]
}

---

{
  "formula": "C3H5F3Se",
  "method": "ωB97M-V/def2-TZVPD",
  "de_lowest_kj_mol": 0.0,
  "homo_lumo_gap_ev": 9.49,
  "smiles": "C[Se]CC(F)(F)F",
  "total_charge": 0,
  "elements": ["C", "Se", "C", "C", "F", "F", "F", "H", "H", "H", "H", "H"],
  "positions_angstrom": [[1.14484, 1.18789, 0.86864], [1.47085, 0.64493, -0.98703], [0.12153, -0.89864, -0.90273], [-1.25183, -0.51869, -0.26571], [-1.22094, -0.49766, 1.05274], [-1.83020, 0.67960, -0.67964], [-2.07028, -1.51132, -0.53923], [1.38667, 2.18564, 0.96545], [0.09364, 1.07482, 1.02812], [1.66926, 0.64002, 1.62675], [0.57042, -1.68864, -0.31886], [-0.08397, -1.29794, -1.84849]],
  "forces_ev_per_angstrom": [[-0.432, -1.481, -0.564], [-1.072, -1.143, 0.380], [0.234, 2.324, 1.517], [0.910, 0.539, -1.005], [0.254, 0.489, 1.240], [0.954, -1.642, 0.290], [-1.336, -0.700, -0.946], [0.581, 2.192, 0.009], [-0.310, 0.251, 0.207], [0.430, -0.565, 0.066], [-0.089, -0.082, 0.388], [-0.122, -0.183, -1.583]]
}